#i
This record from OMol25 describes 2 unconnected molecules or ions with the total composition C3H4INO. The level of theory is ωB97M-V/def2-TZVPD.

Properties
M = 196.975 g/mol
structure (SMILES) = O=C=NI.C=C

ORCA input file:
```
! RIJCOSX wB97M-V def2-TZVPD def2/J DEFGRID3
* xyz 0 1
C -3.2053 -2.0652 -1.1403
C 0.4285 -0.0033 0.1199
C 0.2836 -1.0672 -0.6093
N -3.4351 -0.8842 -1.2988
O -2.9862 -3.1379 -0.7960
I -3.5726 0.0812 -3.0792
H 1.4535 0.3631 0.1815
H -0.3213 0.6609 0.4541
H 1.1402 -1.5626 -0.9734
H -0.7365 -1.3850 -0.7388
*
```


#ii
This record from OMol25 describes 2 unconnected molecules or ions with the total composition C3H4INO. The level of theory is ωB97M-V/def2-TZVPD.

Properties
M = 196.975 g/mol

ORCA input file:
```
! RIJCOSX wB97M-V def2-TZVPD def2/J DEFGRID3
* xyz 0 1
C -0.5653 -0.1717 -0.6392
C 1.7330 0.3545 -0.0913
C -1.4159 -0.5995 0.5388
N 0.6670 -0.0892 -0.4876
O 1.7736 2.8510 -0.1260
I 3.5471 -0.5151 0.2298
H -0.9906 -0.0150 -1.6417
H -1.2395 -1.6069 0.8930
H -2.4842 -0.4256 0.1049
H -1.0251 0.2176 1.2193
*
```


Verdict on stability: #ii comes out at the bottom.


#i
This record from OMol25 describes C15H19N3O3 in the gas phase. The level of theory is ωB97M-V/def2-TZVPD.

Properties
M = 289.335 g/mol
structure (SMILES) = COc1cc(NC(=O)C[C@@H](C)n2ccnc2)cc(OC)c1

ORCA input file:
```
! RIJCOSX wB97M-V def2-TZVPD def2/J DEFGRID3
* xyz 0 1
C -4.8973 -2.1067 -0.4417
H -5.9389 -2.2938 -0.6978
O -4.7473 -0.7092 -0.4551
C -3.5311 -0.1787 -0.1466
C -3.4579 1.2091 -0.1625
C -2.2639 1.8590 0.1320
C -1.1318 1.1162 0.4542
C -1.2144 -0.2672 0.4724
C -2.4012 -0.9259 0.1656
H -2.4248 -2.0048 0.1789
N -0.0811 -1.0534 0.7399
C 1.0676 -0.6655 1.3611
O 1.2256 0.3944 1.9199
C 2.1942 -1.6864 1.2451
H 2.8936 -1.4816 2.0569
H 1.8292 -2.7093 1.3391
C 2.9295 -1.5155 -0.1082
N 3.1248 -0.1134 -0.3944
C 2.2670 0.7520 -0.9910
N 2.7273 1.9699 -1.0100
C 3.9339 1.9162 -0.3880
C 4.1963 0.6379 0.0045
H 5.0317 0.2055 0.5161
H 4.5316 2.7966 -0.2653
H 1.3236 0.4637 -1.4089
C 2.2091 -2.2114 -1.2610
H 2.7546 -2.0474 -2.1879
H 1.1998 -1.8308 -1.3895
H 2.1620 -3.2820 -1.0754
H 3.9273 -1.9625 -0.0071
H -0.1679 -2.0263 0.4831
H -0.1964 1.5898 0.6899
O -2.2899 3.2117 0.0727
C -1.0991 3.9183 0.3496
H -0.3024 3.6576 -0.3533
H -0.7538 3.7342 1.3709
H -1.3530 4.9711 0.2369
H -4.3342 1.7838 -0.4091
H -4.6894 -2.5258 0.5485
H -4.2530 -2.5895 -1.1845
*
```


#ii
This record from OMol25 describes C15H19N3O3 in the gas phase. The level of theory is ωB97M-V/def2-TZVPD.

Properties
M = 289.335 g/mol
structure (SMILES) = Cn1nc(NC(=O)CC(C)(C)CC(=O)O)c2ccccc21

ORCA input file:
```
! RIJCOSX wB97M-V def2-TZVPD def2/J DEFGRID3
* xyz 0 1
C -1.7672 -2.8455 -0.7709
N -1.9682 -1.4633 -0.4542
C -3.1199 -0.8196 -0.1469
C -4.4402 -1.2613 -0.0667
C -5.3925 -0.3326 0.2792
C -5.0610 1.0045 0.5416
C -3.7632 1.4501 0.4649
C -2.7745 0.5300 0.1159
C -1.3575 0.5620 -0.0712
N -0.9147 -0.6288 -0.4128
N -0.5723 1.6814 0.0923
C 0.7879 1.8426 0.0180
O 1.2522 2.9407 0.2461
C 1.5530 0.6048 -0.3647
H 1.2516 -0.1985 0.3108
H 1.1998 0.3060 -1.3549
C 3.0818 0.7401 -0.3720
C 3.5921 1.1658 1.0050
H 3.2541 2.1738 1.2260
H 3.2163 0.4991 1.7789
H 4.6795 1.1478 1.0311
C 3.5196 1.7580 -1.4259
H 3.0785 2.7245 -1.2021
H 4.6019 1.8647 -1.4288
H 3.1994 1.4489 -2.4188
C 3.6932 -0.6338 -0.7483
C 3.4941 -1.6676 0.3248
O 2.4562 -2.2030 0.6164
O 4.6406 -1.9543 0.9571
H 4.4913 -2.6090 1.6575
H 4.7646 -0.5186 -0.9118
H 3.2208 -0.9942 -1.6634
H -1.0770 2.5216 0.3488
H -3.5167 2.4820 0.6683
H -5.8488 1.6927 0.8088
H -6.4268 -0.6347 0.3519
H -4.6997 -2.2887 -0.2697
H -2.1703 -3.0849 -1.7585
H -2.2496 -3.4795 -0.0253
H -0.6944 -3.0277 -0.7625
*
```


Verdict on stability: #i comes out at the bottom.